Density functional theory data (ωB97M-V with the def2-TZVPD basis set) for C38H44AsF3N6O2SbV as an isolated structure at a distorted geometry.

The geometry in XYZ format:
```
96
Properties=species:S:1:pos:R:3:forces:R:3:mulliken_charge:R:1
V -0.918886 0.610980 -1.349797 2.1 0.1 0.3 0.5361
O -3.615552 0.895218 -4.280731 0.0 -0.1 0.0 -0.5553
C -2.838610 1.130967 -3.398318 0.0 0.1 0.0 -0.5183
N -2.022940 0.205748 -2.764128 -0.4 -0.2 -0.3 0.4838
C -1.843720 -1.108421 -3.369507 0.2 0.1 -0.1 -0.9027
C -0.359059 -1.208484 -3.576779 0.0 0.1 0.0 0.3428
C 0.258024 -2.014872 -4.511302 0.0 0.0 0.0 -1.0619
C 1.633745 -1.932354 -4.657643 0.0 0.0 0.0 -0.6241
C 2.345647 -1.047285 -3.856740 0.0 0.0 0.0 -0.9752
C 1.666576 -0.298596 -2.922089 0.0 0.0 0.0 -0.4077
N 0.333528 -0.377424 -2.774275 0.0 0.2 -0.1 1.2854
C -2.590010 2.487234 -2.828410 0.0 0.0 0.0 0.9029
C -3.264933 3.602241 -3.261293 0.0 0.0 0.0 -0.8528
C -2.939445 4.829303 -2.692832 0.0 0.0 0.0 -0.5279
C -1.950466 4.872019 -1.722149 0.0 0.0 0.0 -1.2244
C -1.322480 3.702382 -1.333772 0.1 0.0 0.0 -0.3928
N -1.631819 2.511778 -1.873939 -0.3 0.1 -0.1 0.7439
H -2.183651 -1.891213 -2.682106 0.0 0.0 -0.1 0.1391
H -2.404127 -1.192066 -4.300562 0.0 0.0 0.0 0.7074
H -0.335124 -2.671402 -5.133551 0.0 0.0 0.0 0.5854
H 2.142912 -2.535670 -5.397546 0.0 0.0 0.0 0.4804
H 3.416453 -0.938575 -3.955837 0.0 0.0 0.0 0.5690
H 2.190952 0.371453 -2.259604 0.0 0.0 0.0 0.4021
H -4.011149 3.492534 -4.037199 0.0 0.0 0.0 0.6021
H -3.443553 5.733384 -3.008136 0.0 0.0 0.0 0.5071
H -1.658245 5.807048 -1.265279 0.0 0.0 0.0 0.5829
H -0.546650 3.714760 -0.587420 0.0 0.0 0.0 1.1374
F 1.767644 -7.570864 -0.385910 0.0 0.0 0.0 -0.3061
C 1.551780 -6.269642 -0.228502 0.0 0.0 0.0 0.0912
C 1.115652 -5.531618 -1.313197 0.0 0.0 -0.1 -0.5417
C 0.892368 -4.173020 -1.140375 -0.1 0.0 0.0 -0.5106
C 1.101089 -3.574795 0.098786 0.0 0.3 0.0 0.2990
C 1.549061 -4.343708 1.174286 0.0 -0.1 -0.1 -0.5039
C 1.773613 -5.700670 1.015661 0.0 0.0 0.1 -0.6996
Sb 0.920858 -1.465586 0.335746 0.1 -0.4 0.1 0.7681
C -0.089503 -1.460228 2.216845 0.0 0.0 -0.1 0.8513
C -0.916042 -2.543886 2.525450 0.1 0.0 0.1 -0.9405
C -1.612449 -2.600399 3.725310 0.0 0.0 0.0 -0.9638
C -1.474311 -1.550771 4.618061 0.0 0.0 0.0 -0.0931
F -2.139054 -1.591436 5.769231 0.0 0.0 0.0 -0.3375
C -0.661390 -0.462840 4.350842 0.0 0.1 0.0 -1.0728
C 0.025009 -0.422784 3.143221 -0.1 0.0 0.0 -0.4169
C 2.936771 -1.056021 0.884573 -0.2 0.0 0.0 1.0223
C 3.343225 -0.891572 2.206465 0.0 0.0 0.0 -0.5915
C 4.684274 -0.701802 2.509643 0.0 0.0 0.0 -0.7431
C 5.604602 -0.681997 1.477818 0.0 0.0 0.0 0.0396
F 6.887667 -0.489016 1.763063 0.0 0.0 0.0 -0.3107
C 5.234576 -0.868662 0.156843 0.0 0.0 -0.1 -0.6267
C 3.892477 -1.054854 -0.132225 0.0 0.0 0.1 -0.8217
H 0.962460 -6.024475 -2.263663 0.0 0.0 0.0 0.5121
H 0.555055 -3.584852 -1.988321 0.0 0.0 0.0 0.2177
H 1.734345 -3.890624 2.141225 0.0 0.0 0.0 0.4715
H 2.123259 -6.319034 1.831284 0.0 0.0 0.0 0.4991
H -0.959188 -3.395095 1.854911 -0.1 0.0 0.0 0.6669
H -2.221171 -3.453934 3.995283 0.0 0.0 0.0 0.5397
H -0.556639 0.312389 5.099330 0.0 0.0 0.0 0.5427
H 0.683737 0.415857 2.943005 0.0 0.0 0.0 0.7509
H 2.631563 -0.932795 3.020259 0.0 0.0 0.0 0.5074
H 5.024818 -0.584304 3.529618 0.0 0.0 0.0 0.5302
H 5.994659 -0.880061 -0.612639 0.0 0.0 0.0 0.5156
H 3.603702 -1.233490 -1.162370 0.0 0.0 0.0 0.5099
C -3.764473 -2.486622 0.201315 0.1 0.1 0.0 -1.0310
As -3.505466 -0.595163 0.311487 -0.5 0.0 0.2 0.8888
C -4.766802 0.238349 -0.859928 0.1 0.0 0.0 -1.2346
C -3.754741 0.148666 2.046735 0.1 -0.1 0.0 -0.7799
O -1.870581 -0.198816 -0.130658 -1.0 -0.2 0.8 -0.9400
H -4.443058 -2.771130 1.006053 0.0 0.0 0.0 0.5122
H -2.820920 -3.015343 0.309458 0.0 0.0 0.0 0.2216
H -4.223580 -2.711401 -0.760327 0.0 0.0 0.0 0.4564
H -5.750113 -0.023880 -0.462234 0.0 0.0 0.0 0.5948
H -4.684337 -0.145482 -1.874699 0.0 0.0 0.0 0.4189
H -4.653774 1.321362 -0.841289 0.0 0.0 0.0 0.3436
H -4.773124 -0.087008 2.359340 0.0 0.0 0.0 0.5404
H -3.637997 1.228791 1.966486 0.0 0.0 0.0 0.3144
H -3.039393 -0.270144 2.753028 0.1 0.0 0.0 0.0169
C 2.380153 4.529513 0.336375 0.0 0.0 0.0 -1.2474
N 1.923510 3.146366 0.179512 -0.1 0.0 0.0 0.3045
C 2.556963 2.372486 -0.873468 0.0 0.0 0.1 -0.7684
C 0.862962 2.641342 0.827346 0.2 0.0 0.0 -1.4017
N 0.204322 1.590678 0.331910 -0.6 0.0 -0.6 2.1354
N 0.479947 3.239401 1.986186 0.0 -0.1 0.0 0.3914
C -0.888723 3.122781 2.465098 0.0 0.0 0.0 -0.6087
C 1.457172 3.628202 3.009822 0.0 0.1 0.0 -1.2182
H 2.572325 4.945212 -0.652174 0.0 0.0 0.0 0.4698
H 3.300554 4.588851 0.916516 0.0 0.0 0.0 0.3978
H 1.613737 5.129976 0.817851 0.0 0.0 0.0 0.4103
H 3.533956 2.801014 -1.082682 0.0 0.0 0.0 0.5866
H 1.968096 2.396347 -1.797646 0.0 0.1 0.0 0.2680
H 2.696828 1.345591 -0.535986 0.0 0.0 0.0 -0.0544
H -0.411739 1.230282 1.055805 0.1 0.0 0.1 -0.6446
H -1.047281 2.227153 3.074042 0.0 0.0 0.0 0.0898
H -1.584887 3.120275 1.625518 0.0 0.0 0.0 0.1149
H -1.112327 3.992042 3.081962 0.0 0.0 0.0 0.4760
H 2.460212 3.345057 2.705626 0.0 0.0 0.0 0.4059
H 1.223443 3.101811 3.936971 0.0 0.0 0.0 0.3861
H 1.427198 4.699345 3.208036 0.0 0.0 0.0 0.3647
```
Forces are in eV/Å.

Calculated values
- multiplicity = 2
- HOMO (alpha / beta) (eV) = -15.5 / -15.5
- total charge = +3
- electronic energy (hartree) = -5672.20590
- ΔE to the lowest compared entry with this formula, charge and spin (eV) = 0.737
- maximum force (eV/Å) = 2.1